{
  "formula": "C48H116N12O8",
  "method": "ωB97M-V with the def2-TZVPD basis set",
  "symbols": ["C", "C", "N", "C", "C", "C", "C", "H", "H", "H", "H", "H", "H", "H", "H", "H", "H", "H", "H", "H", "H", "H", "C", "C", "N", "C", "C", "C", "C", "H", "H", "H", "H", "H", "H", "H", "H", "H", "H", "H", "H", "H", "H", "H", "C", "C", "N", "C", "C", "C", "C", "H", "H", "H", "H", "H", "H", "H", "H", "H", "H", "H", "H", "H", "H", "H", "C", "C", "N", "C", "C", "C", "C", "H", "H", "H", "H", "H", "H", "H", "H", "H", "H", "H", "H", "H", "H", "H", "C", "N", "C", "C", "O", "H", "H", "H", "H", "H", "H", "H", "C", "N", "C", "C", "O", "H", "H", "H", "H", "H", "H", "H", "C", "N", "C", "C", "O", "H", "H", "H", "H", "H", "H", "H", "C", "N", "C", "C", "O", "H", "H", "H", "H", "H", "H", "H", "C", "N", "C", "C", "O", "H", "H", "H", "H", "H", "H", "H", "C", "N", "C", "C", "O", "H", "H", "H", "H", "H", "H", "H", "C", "N", "C", "C", "O", "H", "H", "H", "H", "H", "H", "H", "C", "N", "C", "C", "O", "H", "H", "H", "H", "H", "H", "H"],
  "positions_angstrom": [[3.4192, 0.0002, -2.0650], [4.0199, 0.1381, -3.4750], [5.2242, 0.9491, -3.6425], [5.1343, 2.3633, -3.5030], [3.9365, 2.8661, -4.2872], [6.3767, 0.4188, -2.9558], [6.8031, -0.9891, -3.3688], [2.7547, -0.8629, -2.0613], [2.9046, 0.9158, -1.7470], [4.2158, -0.0638, -1.3252], [4.3356, -0.8221, -3.8913], [3.2742, 0.4758, -4.2007], [5.0319, 2.7187, -2.4706], [6.0557, 2.7673, -3.9200], [3.8869, 2.3615, -5.2512], [2.9923, 2.5895, -3.7830], [3.8346, 3.9524, -4.3116], [6.1518, 0.3191, -1.8764], [7.1984, 1.1264, -3.0618], [6.0016, -1.6831, -3.0901], [7.6670, -1.3203, -2.8007], [6.9347, -1.0557, -4.4499], [-1.5135, -8.2183, 0.6261], [-1.4661, -7.7545, -0.8365], [-2.1718, -6.4839, -0.9858], [-3.5533, -6.6149, -1.3812], [-3.7230, -6.8690, -2.8753], [-1.4285, -5.4276, -1.6214], [-0.1671, -5.0955, -0.8891], [-1.1506, -7.4507, 1.3133], [-0.9030, -9.1156, 0.7503], [-2.5645, -8.3162, 0.9018], [-0.4449, -7.6853, -1.2114], [-1.9497, -8.5421, -1.4375], [-4.0174, -7.3745, -0.7582], [-3.9981, -5.6456, -1.1356], [-4.7117, -7.3051, -3.0961], [-3.7856, -5.9622, -3.4890], [-2.9905, -7.5254, -3.3467], [-2.0871, -4.5508, -1.6269], [-1.2559, -5.6985, -2.6776], [0.5380, -5.9226, -0.9563], [-0.3292, -4.9412, 0.1808], [0.2490, -4.1678, -1.2831], [-0.5152, -2.2581, -4.3668], [-0.6681, -2.5212, -5.8450], [-1.8393, -3.2385, -6.2267], [-1.6632, -4.2572, -7.2514], [-2.7712, -5.2907, -7.2642], [-3.0410, -2.4642, -6.2439], [-3.1674, -1.4675, -7.4061], [0.4014, -1.6805, -4.2038], [-0.4478, -3.1954, -3.8138], [-1.2863, -1.6067, -3.9510], [-0.6397, -1.5269, -6.3250], [0.1898, -3.1054, -6.1748], [-1.4698, -3.7628, -8.2242], [-0.7161, -4.7606, -7.0302], [-2.6918, -5.9661, -8.1181], [-2.7290, -5.9146, -6.3708], [-3.7505, -4.8169, -7.3173], [-3.1786, -1.9020, -5.3104], [-3.9216, -3.1116, -6.2202], [-4.1921, -1.1143, -7.5485], [-2.9126, -1.9474, -8.3582], [-2.5218, -0.5950, -7.3001], [-0.9141, 3.4756, -0.5067], [-0.5463, 2.0877, -1.0204], [-1.0825, 1.0941, -0.0986], [-0.1871, 0.8163, 1.0207], [-0.8083, 0.0140, 2.1264], [-1.5445, -0.1296, -0.7477], [-0.4522, -1.1171, -1.2072], [-1.9743, 3.5118, -0.2893], [-0.5937, 4.2665, -1.1900], [-0.3613, 3.7383, 0.4008], [-0.9997, 1.9449, -2.0075], [0.5447, 1.9879, -1.1818], [0.1918, 1.7854, 1.3491], [0.6990, 0.2418, 0.6782], [-0.1400, -0.0374, 2.9878], [-0.9079, -1.0469, 1.8682], [-1.7781, 0.4405, 2.3844], [-2.2018, -0.6229, -0.0260], [-2.1484, 0.2162, -1.5892], [0.0100, -1.6249, -0.3682], [-1.0987, -1.8767, -1.6592], [0.1907, -0.5787, -1.8957], [-1.1123, -3.1275, 6.8870], [0.0159, -2.3133, 6.4549], [1.1615, -2.1273, 7.3051], [0.0692, -1.7963, 5.2120], [0.9204, -0.9941, 4.8744], [-0.8461, -4.1899, 6.9445], [-1.9709, -2.9007, 6.2657], [-1.3974, -2.8859, 7.9161], [1.1207, -1.0702, 7.6259], [1.0937, -2.6396, 8.2586], [2.1072, -2.2156, 6.7849], [-0.8013, -2.0749, 4.5959], [2.8624, 1.8382, 4.7611], [3.4718, 3.0152, 4.1548], [2.6263, 3.7893, 3.2497], [4.7328, 3.4345, 4.4108], [5.1922, 4.4507, 3.9907], [1.8728, 2.1100, 5.1486], [3.4848, 1.4648, 5.5661], [2.6619, 1.0888, 3.9849], [2.4508, 3.1907, 2.3461], [1.6510, 3.9271, 3.7307], [3.0849, 4.7256, 2.9595], [5.3547, 2.6701, 4.9151], [2.1163, 3.8535, 0.1212], [3.5240, 3.9098, 0.3975], [4.1319, 2.6586, 0.7752], [4.1913, 5.0890, 0.5500], [5.0819, 5.2074, 1.3108], [1.9122, 3.1973, -0.7243], [1.7665, 4.8632, -0.1245], [1.4926, 3.5118, 0.9567], [5.1751, 2.6016, 0.4445], [4.2484, 2.5539, 1.8626], [3.6261, 1.7715, 0.4149], [3.7250, 5.8822, -0.0586], [-4.4408, 2.0859, 0.6296], [-5.1230, 1.7667, 1.8683], [-5.2717, 0.3599, 2.1561], [-5.3478, 2.7358, 2.7877], [-5.6677, 2.6032, 3.9762], [-4.7783, 3.0731, 0.3276], [-4.7977, 1.2948, -0.0396], [-3.3531, 1.9589, 0.6196], [-5.9635, -0.1429, 1.4777], [-4.2936, -0.1303, 2.1462], [-5.6740, 0.2171, 3.1564], [-5.0359, 3.7150, 2.3586], [0.4748, 3.1077, -5.6959], [0.5697, 4.3928, -5.0196], [0.1440, 4.4273, -3.6338], [1.2848, 5.4249, -5.5528], [1.7954, 5.3970, -6.6290], [-0.2241, 2.4804, -5.1554], [1.4847, 2.6967, -5.7269], [0.1055, 3.2196, -6.7124], [0.8735, 4.0316, -2.9157], [-0.0512, 5.4595, -3.3251], [-0.8034, 3.9172, -3.4653], [1.2393, 6.3663, -4.9858], [-1.8710, 7.5824, 3.9849], [-2.0290, 6.1423, 3.9006], [-3.3295, 5.6478, 4.1781], [-1.0877, 5.4357, 3.2682], [-1.0983, 4.2723, 3.0269], [-0.8704, 7.8998, 3.7385], [-2.1089, 7.8984, 5.0151], [-2.7133, 8.0656, 3.4718], [-4.1578, 6.0578, 3.5930], [-3.3433, 4.5834, 3.9405], [-3.5308, 5.7673, 5.2413], [-0.2256, 6.0847, 3.0446], [-4.3030, 1.6637, 6.9076], [-3.9425, 0.3265, 6.5081], [-3.5674, 0.1708, 5.0949], [-4.1547, -0.7235, 7.3102], [-4.1583, -1.9040, 6.9401], [-3.4863, 2.3553, 6.6895], [-4.5118, 1.7775, 7.9731], [-5.2022, 1.9874, 6.3818], [-4.2065, -0.5194, 4.5573], [-3.4908, 1.1578, 4.6647], [-2.5661, -0.2836, 5.1252], [-4.3670, -0.4358, 8.3529], [2.4052, -2.5991, 0.8201], [3.6021, -2.1318, 1.5070], [3.5265, -2.1163, 2.9327], [4.7160, -1.7751, 0.8176], [5.7339, -1.4456, 1.4163], [1.6361, -2.3011, 1.5492], [2.2634, -3.6873, 0.8045], [2.1167, -2.1614, -0.1288], [4.4654, -2.5242, 3.3058], [3.2869, -1.1348, 3.3301], [2.7841, -2.8192, 3.3078], [4.7468, -1.8226, -0.2716]],
  "forces_ev_per_a": [[0.484, 0.752, -0.369], [0.394, -0.009, -0.651], [0.139, -0.956, -0.253], [-0.783, 0.697, -0.346], [-1.055, 0.033, 0.619], [0.065, -0.649, 0.905], [-0.853, 0.085, -0.098], [-0.040, 0.071, 0.356], [-0.352, -0.168, -0.324], [-0.023, -0.538, 0.005], [-0.363, -0.228, 0.428], [-0.052, 0.085, 0.277], [0.177, -0.013, 0.341], [0.046, 0.255, 0.086], [0.173, 0.519, -0.297], [0.307, -0.193, 0.053], [0.533, -0.005, -0.501], [0.329, 0.413, 0.064], [0.019, -0.009, -0.035], [0.140, -0.052, -0.138], [0.292, 0.149, -0.193], [0.286, -0.096, 0.068], [0.212, 0.553, -0.283], [-0.475, -0.122, 0.276], [0.458, -0.552, 0.961], [0.650, 0.787, -0.448], [-1.468, -0.144, -0.943], [-1.059, -0.134, -0.398], [0.492, 0.111, 0.328], [0.299, 0.062, -0.236], [-0.439, -0.168, 0.207], [0.076, -0.605, 0.068], [0.022, 0.056, 0.093], [0.095, 0.150, -0.074], [-0.104, -0.133, -0.071], [-0.406, -0.178, 0.022], [0.247, -0.194, 0.275], [0.517, 0.146, 0.345], [0.156, -0.048, 0.324], [0.042, 0.023, -0.105], [0.386, 0.348, -0.035], [0.322, 0.245, -0.161], [-0.313, 0.029, -0.053], [0.321, -0.152, -0.125], [0.286, 0.251, 0.350], [0.363, 0.698, -0.233], [-0.405, -1.012, 0.888], [0.627, 0.554, -0.064], [-0.112, -0.047, -0.255], [-1.007, 0.642, -0.035], [-0.100, -0.192, -0.578], [0.130, -0.229, -0.019], [-0.134, 0.079, 0.175], [-0.296, -0.316, -0.090], [0.276, -0.178, -0.312], [0.159, 0.189, -0.120], [-0.451, -0.384, -0.134], [-0.115, -0.015, 0.067], [0.102, 0.127, -0.062], [-0.041, 0.161, 0.119], [-0.046, -0.108, -0.025], [0.480, -0.112, 0.025], [0.151, -0.148, -0.270], [0.032, 0.037, 0.297], [0.090, 0.012, 0.121], [0.014, -0.039, 0.068], [0.987, 0.353, 0.089], [-0.102, 0.135, 0.106], [0.019, -0.420, 0.015], [0.731, 0.112, -0.755], [0.017, -0.322, 0.375], [0.346, 0.484, 0.687], [-2.118, 0.213, 0.221], [-0.144, 0.202, -0.108], [-0.413, -0.084, -0.212], [-0.472, -0.356, 0.124], [-0.075, -0.091, 0.099], [-0.305, -0.086, 0.095], [-0.117, -0.103, 0.382], [0.031, 0.278, -0.082], [-0.118, 0.429, 0.141], [-0.344, 0.145, -0.304], [-0.046, -0.127, 0.256], [-0.118, -0.143, -0.200], [-0.064, -0.361, -0.104], [0.481, 0.318, 0.029], [0.742, -0.162, -0.615], [0.440, -0.552, -0.109], [0.446, -0.123, 0.625], [-0.236, -1.077, -0.440], [-0.316, 2.091, 0.839], [-0.541, 0.534, 1.000], [0.433, -0.122, -0.628], [-0.174, 0.042, -0.476], [-0.113, -0.341, -0.089], [0.029, 0.370, -0.171], [0.321, -0.106, -0.104], [-0.003, -0.739, -0.327], [0.069, -0.498, -0.066], [0.100, -0.028, -0.162], [-0.310, 0.532, -0.765], [-0.560, 0.190, 0.102], [-0.520, -0.957, 0.466], [-0.170, -1.524, -0.131], [0.788, 1.518, -0.082], [0.204, -0.023, 0.192], [0.070, -0.219, -0.045], [0.224, -0.184, 0.292], [-0.007, 0.206, 0.724], [0.071, 0.269, -0.099], [0.176, 0.058, 0.234], [-0.221, 0.085, 0.401], [-0.123, 0.710, -0.786], [-0.662, -1.190, -0.785], [1.626, -0.073, 1.133], [-2.342, -0.660, -0.506], [2.591, 0.783, 0.741], [0.039, 0.059, -0.071], [-0.007, -0.132, -0.079], [0.372, 0.065, -0.127], [-0.185, 0.170, -0.318], [-0.216, -0.047, -0.163], [-0.469, 0.156, -0.323], [0.087, 0.329, 0.084], [-0.689, -0.856, -0.324], [0.007, 0.105, 0.795], [-0.086, -0.268, 0.721], [0.912, -0.146, 1.093], [0.015, 0.012, -1.719], [0.285, 0.010, -0.413], [-0.053, 0.562, -0.548], [0.006, 0.303, 0.509], [0.172, 0.156, -0.280], [-0.064, -0.064, -0.232], [-0.053, 0.270, 0.015], [-0.483, -0.085, 0.232], [0.614, 0.540, -0.179], [-0.460, 0.092, 0.833], [-0.045, 0.756, 0.330], [-1.404, -0.078, 0.717], [0.996, -0.259, -1.572], [0.114, -0.169, 0.156], [-0.190, -0.526, -0.144], [0.094, 0.145, -0.094], [0.073, -0.195, -0.251], [0.166, 0.019, -0.134], [0.032, -0.214, -0.318], [0.066, -0.144, 0.534], [-1.543, 0.009, 1.393], [-0.032, 1.517, -0.548], [-0.574, -1.436, 0.404], [0.793, 1.584, 0.382], [-0.194, -2.344, -0.632], [0.030, 0.199, -0.365], [0.560, -0.178, 0.006], [0.651, 0.111, -0.733], [0.312, 0.564, -0.061], [0.099, -0.053, 0.256], [-0.299, 0.012, 0.048], [0.233, -0.065, -0.161], [-0.116, 0.744, 0.251], [-0.233, 0.275, -0.241], [1.007, -0.797, 1.292], [-0.394, -1.261, -0.579], [0.385, 1.103, 0.373], [-0.059, 0.022, -0.137], [0.109, -0.497, 0.028], [0.107, 0.096, -0.155], [-0.288, 0.163, 0.017], [-0.221, 0.062, -0.309], [-0.120, 0.117, -0.394], [-0.008, -0.020, -0.053], [-1.286, 0.019, 1.736], [-0.677, -0.347, -2.710], [0.779, -0.642, 0.725], [1.201, -0.092, 2.034], [-0.175, 0.191, -0.472], [-0.404, 0.086, -0.607], [0.609, -0.018, -0.324], [0.666, 0.183, -0.188], [0.194, 0.574, 0.280], [0.187, 0.128, 0.147], [-0.288, 0.074, -0.351], [-0.761, -0.230, -0.179]],
  "mulliken_charge": [1.50, -1.94, 0.18, -0.20, -1.19, -0.23, -1.44, 0.21, -0.73, -0.38, 0.51, 0.41, 0.11, 0.49, 0.43, -0.01, 0.45, 0.09, 0.57, 0.25, 0.43, 0.34, -1.24, -0.67, 0.36, -0.74, -1.00, -0.52, -1.02, 0.28, 0.40, 0.27, 0.41, 0.41, 0.33, 0.42, 0.46, 0.18, 0.31, 0.24, 0.16, 0.42, 0.31, 0.24, -0.26, -1.11, 0.58, -0.44, -1.19, -0.75, -1.13, 0.15, 0.04, 0.18, 0.21, 0.53, 0.37, 0.36, 0.39, 0.17, 0.33, 0.26, 0.40, 0.42, 0.24, 0.26, -0.33, 0.70, 1.34, 0.90, -1.23, -1.79, 0.42, 0.26, -0.01, -0.51, 0.61, -0.86, -0.22, -0.11, 0.32, 0.26, -0.25, 0.36, 0.66, -0.18, -0.14, 0.05, -1.03, 0.24, -0.96, -0.11, -0.59, 0.29, 0.39, 0.36, 0.30, 0.39, 0.25, 0.46, -0.85, 0.27, -0.14, 0.15, -0.51, 0.26, 0.38, 0.06, -0.94, 0.38, 0.28, 0.28, -0.03, 0.83, -0.49, -0.20, -0.46, -0.57, 0.31, -0.01, 0.46, -0.14, -0.03, 0.37, -1.16, 0.22, -1.05, 0.16, -0.58, 0.47, 0.30, 0.38, 0.34, 0.24, 0.43, 0.24, -0.85, 0.25, -1.22, 0.06, -0.54, 0.36, 0.13, 0.32, 0.56, 0.33, 0.29, 0.34, -0.93, 0.17, -0.66, 0.18, -0.41, 0.32, 0.33, 0.31, 0.35, -0.08, 0.36, 0.11, -0.86, 0.25, -0.64, 0.09, -0.62, 0.27, 0.35, 0.30, 0.19, 0.25, 0.15, 0.30, -0.23, 0.35, -1.12, -0.03, -0.67, 0.01, 0.32, -0.14, 0.42, 0.17, 0.46, 0.61],
  "total_energy_ev": -85915.210,
  "de_lowest_kj_mol": 595.7,
  "e_homo_ev": -8.2,
  "largest_force_ev_per_a": 2.81,
  "charge": 0,
  "smiles": "CCN(CC)CC.CCN(CC)CC.CCN(CC)CC.CCN(CC)CC.CN(C)C=O.CN(C)C=O.CN(C)C=O.CN(C)C=O.CN(C)C=O.CN(C)C=O.CN(C)C=O.CN(C)C=O",
  "e_lumo_ev": 0.171
}